[1]
Formula: C5H6N2O
Source: the OMol25 dataset
Level of theory: the ωB97M-V functional and the def2-TZVPD basis

Properties
HOMO level   -9.10 eV
Charge   0
Multiplicity   1
E_LUMO   -0.057 Eh
Orbital gap   7.5 eV
E   -378.42768 hartree
Energy above the lowest of the compared OMol25 structures with the same formula, charge and spin   1163.8 kJ/mol

Geometry as XYZ:
```
14
Properties=species:S:1:pos:R:3:forces:R:3
C 0.002 0.035 -1.642 -3.166 -1.046 -3.158
C -0.582 0.045 -0.275 -2.453 1.217 -1.026
C 0.104 -0.248 0.910 -1.445 1.752 -1.048
C -0.793 -0.159 2.091 -2.595 2.091 2.541
C -1.685 0.238 2.901 3.052 -1.961 -3.168
H 1.878 -0.574 -0.843 -1.880 3.716 -1.335
H 1.706 0.128 -2.541 -0.843 1.907 1.766
H -1.738 0.630 -0.598 3.141 -2.516 2.307
H 1.839 -0.390 2.572 -0.685 0.154 -4.899
H 2.030 1.205 0.400 -1.169 -3.958 1.433
H -2.582 0.426 3.502 1.072 -0.184 -0.419
N 1.278 0.525 -1.597 4.261 -5.732 -1.447
N 1.586 -0.351 0.943 -0.482 3.130 3.401
O -0.680 -0.263 -2.729 3.191 1.430 5.053
```
Positions in Å, forces in eV/Å.

=====

[2]
Formula: C5H6N2O
Source: the OMol25 dataset
Level of theory: the ωB97M-V functional and the def2-TZVPD basis

Properties
HOMO level   -9.17 eV
Charge   0
Multiplicity   1
E_LUMO   -0.013 Eh
Orbital gap   8.8 eV
E   -378.80349 hartree
Energy above the lowest of the compared OMol25 structures with the same formula, charge and spin   177.1 kJ/mol

Geometry as XYZ:
```
14
Properties=species:S:1:pos:R:3:forces:R:3
C -1.527 0.904 0.661 -0.110 0.487 0.382
C -0.058 -1.031 -0.078 0.410 -1.418 0.056
C -0.278 0.409 -0.003 1.468 -0.296 0.634
C 0.822 1.201 -0.196 -1.374 1.206 -1.412
O 1.772 1.126 -1.170 -0.078 -0.846 0.858
N -0.939 -1.966 -0.120 0.328 0.898 -0.670
C 1.379 -1.449 0.103 0.478 -0.980 -1.038
N 2.416 -1.974 0.077 -1.239 0.884 0.292
H 1.633 0.352 -1.742 0.089 0.124 0.303
H -0.523 -2.892 -0.265 -0.016 0.370 0.615
H 0.855 2.211 0.209 -0.124 -0.117 0.052
H -1.771 1.924 0.344 0.054 -0.230 0.018
H -1.398 0.921 1.749 -0.156 -0.086 -0.049
H -2.383 0.263 0.433 0.271 0.003 -0.041
```
Positions in Å, forces in eV/Å.

=====

[3]
Formula: C5H6N2O
Source: the OMol25 dataset
Level of theory: the ωB97M-V functional and the def2-TZVPD basis

Properties
HOMO level   -8.36 eV
Charge   0
Multiplicity   1
E_LUMO   0.023 Eh
Orbital gap   9.0 eV
E   -378.59202 hartree
Energy above the lowest of the compared OMol25 structures with the same formula, charge and spin   732.3 kJ/mol

Geometry as XYZ:
```
14
Properties=species:S:1:pos:R:3:forces:R:3
C 1.913 -0.611 0.109 1.745 -2.916 0.639
C 0.204 1.422 0.021 0.647 6.199 -2.869
C -1.316 0.953 -0.188 0.708 -0.669 2.971
C -1.558 -1.181 -0.086 0.594 2.865 0.204
C -0.558 -0.229 -0.127 -7.488 -5.948 -1.052
H 2.407 -0.261 1.273 -2.009 -1.421 -3.192
H 1.526 -1.767 -0.114 1.642 2.403 1.648
H 2.890 -0.597 -0.592 -2.572 0.734 1.170
H 0.495 2.178 0.900 -0.406 -2.619 -1.379
H 0.357 2.078 -0.928 0.369 -0.800 1.605
H -1.641 -2.167 -0.007 0.116 -4.027 0.191
N 0.710 0.014 -0.347 2.965 4.706 1.062
N -2.650 0.783 0.056 2.842 0.465 -0.979
O -2.778 -0.615 0.030 0.848 1.026 -0.020
```
Positions in Å, forces in eV/Å.

=====

[4]
Formula: C5H6N2O
Source: the OMol25 dataset
Level of theory: the ωB97M-V functional and the def2-TZVPD basis

Properties
HOMO level   -8.66 eV
Charge   0
Multiplicity   1
E_LUMO   -0.021 Eh
Orbital gap   8.1 eV
E   -378.82139 hartree
Energy above the lowest of the compared OMol25 structures with the same formula, charge and spin   130.1 kJ/mol

Geometry as XYZ:
```
14
Properties=species:S:1:pos:R:3:forces:R:3
C -0.988 -0.646 -1.920 -2.253 -1.748 -1.575
C -0.042 -0.315 -0.871 1.727 4.180 0.525
C 0.887 0.706 -0.878 0.758 -0.802 1.549
C 0.754 0.518 1.255 -0.966 -0.216 -0.632
C -0.227 -0.502 0.537 -1.428 -2.591 1.400
H -0.911 -1.762 -2.008 -0.806 0.732 -0.154
H -0.807 -0.276 -2.952 0.483 0.085 0.880
H -2.104 -0.334 -1.728 2.123 -0.752 0.122
H 1.308 1.230 -1.692 0.047 0.370 -1.075
H -0.161 -0.064 2.924 -0.055 -0.254 0.082
H 1.236 1.015 3.268 -2.273 -1.009 -2.103
N 1.520 1.160 0.410 -2.238 -1.671 -0.193
N 0.480 0.624 2.566 3.300 1.366 1.711
O -0.947 -1.355 1.091 1.579 2.311 -0.536
```
Positions in Å, forces in eV/Å.

=====

[5]
Formula: C5H6N2O
Source: the OMol25 dataset
Level of theory: the ωB97M-V functional and the def2-TZVPD basis

Properties
HOMO level   -9.23 eV
Charge   0
Multiplicity   1
E_LUMO   0.027 Eh
Orbital gap   10.0 eV
E   -378.67798 hartree
Energy above the lowest of the compared OMol25 structures with the same formula, charge and spin   506.6 kJ/mol

Geometry as XYZ:
```
14
Properties=species:S:1:pos:R:3:forces:R:3
C 0.181 0.416 1.246 0.402 6.080 4.972
C -1.165 -1.389 0.320 2.548 -0.121 2.103
C -0.154 0.295 -0.997 -6.646 0.143 -0.834
C 1.138 0.863 -1.524 -2.231 3.523 -1.996
C 0.827 0.356 -0.083 5.669 -1.654 3.131
H -1.033 -0.909 2.489 2.146 0.528 -3.147
H -1.546 -2.394 0.712 -0.381 1.501 -1.629
H -0.888 1.135 -0.704 0.919 -0.764 -1.260
H 0.803 2.008 -1.747 1.517 -2.718 0.493
H 1.727 0.436 -2.433 -0.553 0.248 2.630
H 1.388 -0.569 0.009 0.050 -0.529 -0.547
N -0.411 -0.862 1.535 -2.269 1.530 0.765
N -0.997 -0.882 -0.819 -0.963 -2.206 -1.626
O 0.129 1.495 1.997 -0.210 -5.560 -3.056
```
Positions in Å, forces in eV/Å.

=====

[6]
Formula: C5H6N2O
Source: the OMol25 dataset
Level of theory: the ωB97M-V functional and the def2-TZVPD basis

Properties
HOMO level   -8.91 eV
Charge   0
Multiplicity   1
E_LUMO   -0.006 Eh
Orbital gap   8.8 eV
E   -378.74854 hartree
Energy above the lowest of the compared OMol25 structures with the same formula, charge and spin   321.4 kJ/mol

Geometry as XYZ:
```
14
Properties=species:S:1:pos:R:3:forces:R:3
C 0.702 -1.434 1.723 2.803 -2.005 0.410
C -0.432 -0.772 1.014 -0.605 -1.364 3.016
C -0.224 -0.007 -0.022 -0.569 0.888 -1.086
C 0.808 1.015 -1.651 -2.460 0.625 0.284
C -1.216 0.806 -0.690 0.251 2.883 -0.520
H 1.356 -1.825 0.517 -1.211 0.813 4.472
H 0.415 -2.497 2.620 0.768 3.500 -3.337
H 1.410 -0.633 2.424 -1.971 -2.421 -2.392
H -1.445 -0.914 1.430 0.453 0.277 -0.557
H 1.509 1.150 -2.444 0.485 0.455 -0.111
H -1.036 2.129 -2.215 -0.911 1.842 -1.965
N 0.960 0.246 -0.650 2.827 -1.291 -0.597
N -0.515 1.531 -1.684 2.499 -3.554 1.686
O -2.291 1.205 -0.372 -2.359 -0.649 0.695
```
Positions in Å, forces in eV/Å.